Entry 1:
Computed, not measured: a structure of composition C14H18AsBrF5O4PReS4, with the ωB97M-V functional and the def2-TZVPD basis.

Atoms and positions in Å:
Re: -0.376 -0.224 -1.196
S: -1.556 2.983 1.571
As: -2.912 3.689 -0.022
S: -0.332 1.933 -1.332
S: -2.272 2.416 -1.820
S: -1.057 4.753 0.524
Br: -0.671 -0.923 -3.394
C: -1.406 -4.701 -1.916
C: -2.398 -4.100 -0.943
C: -3.740 -3.829 -1.597
C: -2.523 -4.923 0.323
O: -1.780 -2.790 -0.553
P: -2.505 -1.499 -0.076
O: -3.060 -0.638 -1.141
O: -1.165 -0.668 0.417
O: -3.332 -1.831 1.177
C: -4.439 -1.004 1.772
C: -4.657 -1.637 3.129
C: -5.646 -1.149 0.867
C: -3.963 0.431 1.885
H: -1.746 -5.694 -2.209
H: -0.426 -4.796 -1.452
H: -1.320 -4.087 -2.812
H: -4.160 -4.769 -1.953
H: -3.633 -3.153 -2.446
H: -4.450 -3.395 -0.888
H: -2.924 -5.905 0.073
H: -3.197 -4.447 1.035
H: -1.548 -5.056 0.791
H: -4.927 -2.687 3.024
H: -5.470 -1.121 3.640
H: -3.758 -1.561 3.741
H: -5.938 -2.196 0.784
H: -5.440 -0.749 -0.126
H: -6.484 -0.597 1.294
H: -3.043 0.485 2.469
H: -4.727 1.019 2.395
H: -3.799 0.865 0.897
F: 1.057 -2.806 -0.800
C: 1.986 -1.856 -0.670
C: 1.592 -0.516 -0.838
C: 2.628 0.426 -0.692
F: 2.396 1.725 -0.833
C: 3.925 0.068 -0.400
F: 4.870 0.986 -0.269
C: 4.246 -1.276 -0.239
F: 5.479 -1.622 0.043
C: 3.267 -2.251 -0.374
F: 3.575 -3.530 -0.220

Force components x, y, z for each atom (eV/Å):
Re 0.30 0.45 -0.04
S -0.04 0.04 0.02
As 0.06 0.03 -0.02
S -0.08 -0.21 0.12
S -0.03 0.10 -0.06
S 0.02 -0.05 0.01
Br 0.11 -0.07 -0.24
C 0.00 0.03 0.00
C -0.11 0.03 -0.06
C 0.00 -0.01 0.01
C 0.02 0.03 0.01
O -0.12 -0.22 0.22
P 0.12 0.03 0.16
O 0.06 -0.01 -0.06
O 0.04 -0.11 0.04
O -0.05 -0.06 -0.01
C -0.03 0.01 0.01
C 0.00 0.00 0.00
C 0.02 0.01 -0.01
C -0.01 -0.03 0.02
H -0.01 0.00 -0.01
H 0.01 -0.02 0.00
H 0.01 -0.01 0.02
H 0.00 0.00 0.00
H 0.00 -0.01 -0.01
H 0.01 -0.02 -0.02
H 0.00 0.00 0.00
H 0.00 0.00 0.01
H -0.01 0.00 0.00
H 0.00 0.00 0.01
H 0.00 -0.01 0.00
H -0.01 -0.01 0.00
H -0.01 0.01 0.00
H -0.01 -0.01 0.00
H 0.01 0.00 0.01
H 0.00 0.01 -0.01
H 0.00 0.00 -0.01
H 0.00 -0.01 -0.01
F -0.02 0.01 -0.01
C -0.15 -0.02 -0.03
C -0.06 0.09 -0.06
C -0.08 0.06 -0.02
F -0.10 0.02 -0.01
C 0.09 -0.02 0.02
F -0.01 -0.02 0.00
C 0.00 0.04 0.00
F 0.01 0.00 0.00
C 0.03 -0.08 0.01
F 0.01 -0.01 0.00

Output
E_HOMO ... -11.48 eV
Relative energy (zero: lowest compared OMol25 entry of this formula, charge and spin) ... 0.0 kcal per mole
Net charge ... +1
Multiplicity ... 1
E_LUMO ... -0.213 Eh

=====

Entry 2:
Computed, not measured: a structure of composition C14H18BF3N6O3S3V, with the ωB97M-V functional and the def2-TZVPD basis.

Atoms and positions in Å:
V: -0.084 0.298 0.550
C: 3.896 0.336 1.778
N: 3.381 -0.908 1.249
C: 3.608 -2.159 1.769
C: 2.935 -3.031 0.987
N: 2.305 -2.328 -0.013
B: 1.642 -3.134 -1.193
N: 0.861 -2.238 -2.194
C: 1.198 -2.087 -3.516
C: 0.234 -1.362 -4.125
N: -0.702 -1.068 -3.157
C: -1.921 -0.315 -3.347
C: -0.299 -1.607 -1.981
S: -1.182 -1.465 -0.513
C: 2.551 -1.027 0.184
S: 1.942 0.330 -0.696
H: 4.585 0.107 2.588
H: 3.085 0.953 2.157
H: 4.422 0.884 0.998
H: 4.215 -2.323 2.642
H: 2.843 -4.100 1.055
H: 2.545 -3.635 -1.812
H: 0.890 -3.936 -0.711
H: 2.102 -2.510 -3.914
H: 0.129 -1.032 -5.144
H: -1.954 0.040 -4.374
H: -1.950 0.531 -2.664
H: -2.789 -0.941 -3.143
N: -2.968 4.958 -2.111
C: -2.289 3.926 -1.540
C: -0.891 3.853 -1.587
C: -0.244 2.775 -1.036
N: -0.876 1.745 -0.442
C: -2.222 1.823 -0.390
C: -2.950 2.865 -0.908
H: -2.461 5.777 -2.393
H: -3.943 5.075 -1.903
H: -0.313 4.646 -2.045
H: 0.836 2.715 -1.065
H: -2.721 1.000 0.104
H: -4.029 2.856 -0.819
F: 0.757 -0.881 5.041
C: -0.385 -0.345 4.609
F: -0.648 0.734 5.342
F: -1.370 -1.226 4.774
S: -0.219 0.061 2.812
O: -1.572 0.239 2.311
O: 0.585 1.269 2.730
O: 0.453 -1.098 2.250

Force components x, y, z for each atom (eV/Å):
V 1.13 -1.30 -0.08
C -0.01 0.13 0.01
N -0.18 -0.10 -0.06
C 0.03 -0.14 0.02
C 0.04 -0.06 0.02
N 0.00 0.33 0.17
B -0.08 -0.01 -0.05
N -0.15 -0.06 0.08
C 0.10 0.04 -0.13
C 0.06 0.01 -0.05
N 0.19 -0.09 0.17
C -0.10 0.01 0.03
C -0.19 0.12 -0.23
S -0.55 -0.93 -0.48
C 0.34 -0.22 -0.13
S 0.67 0.16 -0.31
H 0.00 -0.04 0.00
H -0.08 0.03 0.03
H -0.01 -0.01 0.00
H -0.01 0.06 0.00
H 0.03 0.02 -0.03
H 0.03 -0.09 -0.08
H 0.01 -0.08 0.07
H -0.02 -0.01 0.03
H -0.01 -0.01 0.02
H 0.01 -0.01 -0.01
H 0.03 0.04 -0.03
H 0.00 -0.01 -0.03
N 0.03 -0.05 0.01
C 0.11 -0.16 0.05
C -0.02 0.10 -0.05
C -0.02 -0.10 -0.02
N -1.29 2.33 -1.15
C -0.03 0.10 0.03
C -0.06 0.05 -0.05
H -0.04 0.04 0.00
H -0.02 0.05 0.00
H 0.01 -0.03 -0.02
H 0.02 0.00 0.03
H -0.01 -0.01 -0.02
H 0.00 -0.01 -0.01
F -0.05 0.02 0.01
C -0.01 -0.07 -0.06
F -0.04 0.05 -0.12
F 0.10 0.01 0.02
S 0.31 -0.14 2.83
O -0.36 0.07 -0.34
O 0.05 0.22 -0.04
O 0.08 -0.26 -0.05

Output
E_HOMO (spin up / spin down) ... -7.08 / -7.96 eV
Relative energy (zero: lowest compared OMol25 entry of this formula, charge and spin) ... 9.0 kcal per mole
<S²> ... 3.764
Multiplicity ... 4
E_LUMO (spin up / spin down) ... 0.011 / 0.011 Eh

=====

Entry 3:
Computed, not measured: a structure of composition C14H18BeN5O2S4, with the ωB97M-V functional and the def2-TZVPD basis.

Atoms and positions in Å:
Be: 8.239 11.716 6.498
N: 10.063 14.427 4.130
C: 9.351 13.684 5.007
S: 10.022 12.106 5.403
N: 8.212 14.178 5.459
N: 7.760 13.327 6.426
C: 7.084 13.774 7.418
C: 6.742 12.909 8.573
C: 5.773 13.388 9.404
C: 5.403 12.665 10.518
C: 6.139 11.504 10.851
C: 7.180 11.055 10.043
C: 7.397 11.692 8.833
O: 8.290 11.128 7.997
H: 10.849 13.945 3.653
H: 9.618 15.180 3.665
H: 6.842 14.836 7.466
H: 5.336 14.332 9.116
H: 4.573 12.973 11.119
H: 6.013 10.911 11.714
H: 7.753 10.133 10.306
S: 6.669 10.586 5.399
C: 6.291 9.173 6.336
N: 5.149 8.422 5.969
C: 4.568 7.474 6.886
C: 5.780 6.589 7.390
C: 6.773 7.471 8.055
N: 7.091 8.667 7.284
H: 4.515 8.919 5.314
H: 3.851 6.831 6.380
H: 4.035 8.032 7.666
H: 6.149 6.017 6.494
H: 5.449 5.829 8.135
H: 7.737 6.987 8.402
H: 6.354 7.832 8.985
H: 7.884 9.218 7.604
C: 10.477 5.461 8.081
O: 9.106 5.206 8.369
C: 8.790 4.191 9.282
S: 7.136 3.839 9.380
S: 10.062 3.439 10.044
H: 10.502 6.267 7.376
H: 11.034 4.567 7.813
H: 11.032 5.814 8.965

Force components x, y, z for each atom (eV/Å):
Be 0.49 -0.71 0.26
N 1.60 -0.98 -0.51
C -0.49 -0.38 -0.18
S -0.41 0.35 0.12
N 1.15 -0.13 -0.24
N -0.77 -0.12 1.18
C 0.31 -0.59 0.21
C 0.82 0.50 -1.83
C -0.56 -0.11 0.76
C 0.36 -0.78 0.50
C 0.67 0.71 -1.21
C -0.70 -0.56 0.64
C 1.58 -0.82 -0.85
O -0.63 1.24 -0.45
H -1.17 0.70 0.58
H -0.34 0.58 -0.26
H -0.10 -0.09 -0.07
H -0.39 0.09 0.27
H -0.22 0.17 0.36
H -0.77 -0.21 1.10
H -0.51 0.97 -0.34
S -0.24 -0.53 0.44
C -0.44 -1.29 -0.44
N 0.97 2.35 -0.69
C 1.16 -0.81 0.67
C -1.67 -0.92 -0.52
C 1.51 0.06 1.21
N -0.80 0.41 -1.07
H 0.96 -0.46 0.82
H 0.01 0.10 -0.21
H 0.17 -0.41 0.27
H -0.06 0.67 0.92
H 0.27 0.52 -0.61
H -1.12 0.15 -0.96
H -0.41 0.02 0.43
H -0.27 0.30 -0.30
C 0.34 0.07 1.42
O -0.09 -0.36 0.22
C 0.11 0.28 -0.79
S 0.34 0.30 0.04
S 0.07 -0.30 0.44
H -0.13 0.15 -0.78
H -0.24 -0.12 -0.56
H -0.38 -0.01 0.03

Output
E_HOMO ... -3.87 eV
Relative energy (zero: lowest compared OMol25 entry of this formula, charge and spin) ... 0.0 kcal per mole
Net charge ... -1
Multiplicity ... 1
E_LUMO ... 0.084 Eh

=====

Entry 4:
Computed, not measured: a structure of composition C14H18BiCl2N2, with the ωB97M-V functional and the def2-TZVPD basis.

Atoms and positions in Å:
Bi: -0.338 1.645 -0.945
Cl: 1.629 1.537 0.790
Cl: -1.746 -0.094 -2.461
C: -0.934 3.592 -1.242
H: -1.438 3.798 -2.214
H: 0.008 4.175 -1.439
C: 1.451 -0.632 -2.280
C: 1.254 0.651 -2.476
H: 0.700 -1.365 -2.557
C: 2.295 1.766 -2.362
H: 0.359 1.043 -3.021
C: 3.671 1.119 -2.384
H: 2.154 2.568 -3.106
H: 2.139 2.254 -1.385
C: 3.753 -0.040 -1.373
H: 3.771 0.668 -3.385
H: 4.456 1.874 -2.236
C: 2.538 -1.017 -1.377
H: 4.626 -0.642 -1.647
H: 3.931 0.371 -0.372
H: 2.875 -2.013 -1.665
H: 2.173 -1.078 -0.340
N: -1.439 -0.215 3.783
C: -0.829 0.445 2.749
N: -1.350 0.085 1.571
C: -2.327 -0.869 1.838
C: -3.083 -1.693 1.010
C: -3.925 -2.652 1.586
C: -4.025 -2.785 2.985
C: -3.250 -1.988 3.836
C: -2.420 -1.055 3.246
H: -1.213 -0.116 4.766
H: 0.005 1.121 2.904
H: -2.961 -1.557 -0.067
H: -4.520 -3.308 0.950
H: -4.706 -3.527 3.398
H: -3.283 -2.068 4.922

Force components x, y, z for each atom (eV/Å):
Bi -2.56 -0.70 2.09
Cl 1.01 0.42 1.23
Cl -1.07 -0.29 -0.48
C 1.11 1.45 -2.03
H -0.45 -0.37 0.60
H -0.46 0.10 0.99
C -0.41 -0.34 0.72
C 0.05 2.53 -3.39
H -0.05 0.18 0.08
C -0.01 -0.27 1.10
H 0.89 -1.16 -0.36
C -0.35 -0.35 -0.37
H -0.06 -0.61 -0.04
H 0.58 0.11 -0.43
C 0.49 0.07 -0.05
H 0.27 0.29 0.10
H -0.03 -0.36 0.03
C 1.38 -0.36 0.16
H 0.12 0.15 0.18
H -0.21 -0.19 -0.19
H 0.15 -0.18 0.21
H -0.22 -0.04 -0.28
N -0.35 -0.12 0.33
C -1.42 -1.22 -1.53
N 0.72 0.45 1.24
C 0.37 0.07 1.59
C -0.16 -0.04 -0.50
C 0.30 0.48 0.05
C 0.29 0.29 0.05
C -0.46 -0.30 0.05
C 0.84 0.39 -0.50
H -0.10 -0.03 -0.48
H -0.21 -0.03 -0.25
H -0.20 -0.20 0.22
H 0.17 0.21 0.11
H 0.17 0.15 -0.01
H -0.12 -0.19 -0.22

Output
E_HOMO ... -3.37 eV
Relative energy (zero: lowest compared OMol25 entry of this formula, charge and spin) ... 25.6 kcal per mole
Net charge ... -1
Multiplicity ... 1
E_LUMO ... 0.104 Eh

=====

Entry 5:
Computed, not measured: a structure of composition C14H18CeN2, with the ωB97M-V functional and the def2-TZVPD basis.

Atoms and positions in Å:
C: 1.692 -1.048 -2.358
C: 2.235 0.233 -1.952
C: 1.195 1.221 -2.067
C: -0.004 0.563 -2.531
C: 0.302 -0.847 -2.733
Ce: 0.332 -0.650 -0.324
C: 3.204 -1.205 1.665
C: 2.859 -2.488 1.383
C: 2.900 -3.787 0.865
N: -0.656 -2.178 0.265
H: 1.309 2.294 -1.894
H: 3.275 0.417 -1.700
H: -0.959 1.039 -2.740
H: -0.388 -1.625 -3.045
H: 2.219 -1.996 -2.356
H: 3.993 -0.417 0.984
H: -0.414 -3.180 0.307
H: 2.387 -0.286 2.009
H: 4.028 -4.608 0.961
H: 1.939 -4.423 0.699
C: -0.017 2.960 1.533
C: -1.217 2.218 1.273
C: -2.562 2.716 1.671
C: -3.502 1.689 1.206
C: -2.688 0.637 0.557
C: -3.281 -0.533 -0.037
N: -1.362 1.001 0.636
H: -0.300 3.914 2.010
H: 0.536 3.179 0.601
H: 0.674 2.425 2.216
H: -2.753 3.633 2.170
H: -4.592 1.677 1.289
H: -3.815 -1.114 0.734
H: -4.037 -0.218 -0.780
H: -2.532 -1.212 -0.517

Force components x, y, z for each atom (eV/Å):
C -0.51 1.58 -1.16
C -1.13 -0.38 -1.24
C -0.06 -1.20 -0.89
C 1.52 -0.69 -0.89
C 1.40 1.41 -0.93
Ce -2.48 -0.27 5.94
C -1.56 4.01 -2.54
C 1.35 -1.62 -1.66
C 1.64 -0.34 2.30
N 1.48 -0.18 -0.66
H -0.15 -0.49 0.13
H -0.28 -0.04 0.16
H 0.21 -0.13 0.25
H 0.11 0.20 0.04
H -0.06 0.12 0.00
H -2.23 -3.11 1.28
H -0.30 0.27 0.06
H 2.43 -3.28 0.69
H -3.77 2.86 0.38
H 1.85 1.68 -0.56
C 1.85 0.53 0.13
C -5.92 0.04 0.57
C 1.82 -3.88 -2.27
C 3.03 -0.54 -0.64
C -1.08 5.00 2.87
C -0.41 -1.81 -1.20
N 0.91 -0.45 -0.54
H 0.34 -0.38 -0.22
H 0.06 0.12 0.28
H -0.03 0.28 -0.14
H -0.17 0.54 0.33
H 0.48 0.03 -0.01
H 0.24 -0.05 -0.36
H 0.30 -0.31 0.14
H -0.87 0.49 0.35

Output
E_HOMO ... -5.97 eV
Relative energy (zero: lowest compared OMol25 entry of this formula, charge and spin) ... 43.9 kcal per mole
Multiplicity ... 1
E_LUMO ... -0.060 Eh

=====

Entry 6:
Computed, not measured: the molecule C14H18ClN5OS, with the ωB97M-V functional and the def2-TZVPD basis.

Atoms and positions in Å:
C: -4.708 -3.159 -0.118
C: -4.329 -1.724 0.223
C: -2.868 -1.401 -0.115
C: -2.617 -1.329 -1.620
N: -2.473 -0.145 0.516
C: -3.067 1.032 0.273
O: -4.050 1.211 -0.414
C: -2.387 2.204 0.991
S: -1.004 2.867 0.018
C: 0.234 1.717 0.409
N: 0.146 0.638 1.143
N: 1.356 0.068 1.172
C: 2.193 0.785 0.465
C: 3.590 0.456 0.285
C: 4.076 -0.695 0.911
C: 5.399 -1.060 0.777
C: 6.249 -0.272 0.012
Cl: 7.906 -0.723 -0.160
C: 5.782 0.872 -0.616
C: 4.456 1.236 -0.480
N: 1.513 1.869 -0.053
N: 1.988 2.895 -0.860
H: -5.724 -3.362 0.214
H: -4.039 -3.861 0.376
H: -4.663 -3.334 -1.189
H: -4.977 -1.028 -0.309
H: -4.470 -1.561 1.294
H: -2.224 -2.170 0.324
H: -1.577 -1.075 -1.813
H: -3.254 -0.567 -2.061
H: -2.830 -2.285 -2.089
H: -1.573 -0.127 0.994
H: -3.092 3.031 1.073
H: -1.995 1.924 1.967
H: 3.395 -1.288 1.500
H: 5.775 -1.948 1.260
H: 6.454 1.475 -1.207
H: 4.090 2.126 -0.966
H: 1.465 2.915 -1.735
H: 1.853 3.792 -0.394

Force components x, y, z for each atom (eV/Å):
C 0.03 0.23 0.05
C 0.13 -0.22 -0.02
C -0.35 0.19 -0.18
C 0.02 -0.09 0.20
N 0.14 -0.36 0.14
C 0.36 0.19 0.51
O -0.38 0.15 -0.33
C 0.16 -0.07 -0.16
S -0.12 0.26 -0.15
C -0.04 -0.01 0.10
N -0.74 0.84 -0.18
N 1.29 -0.47 -0.01
C -0.55 0.10 0.08
C 0.63 -0.09 -0.12
C -0.06 0.18 -0.10
C 0.09 0.04 -0.05
C -0.26 0.13 -0.01
Cl 0.20 -0.06 -0.02
C 0.19 -0.17 0.06
C -0.07 -0.07 0.07
N -0.46 -0.35 0.33
N -0.16 0.40 -0.21
H -0.08 -0.10 -0.01
H 0.04 -0.15 0.03
H -0.01 -0.10 -0.12
H 0.02 0.04 0.08
H -0.02 0.06 -0.01
H -0.06 0.07 0.00
H 0.08 -0.01 -0.05
H -0.05 0.06 -0.06
H -0.01 -0.12 -0.12
H -0.19 0.11 -0.04
H 0.04 -0.11 0.00
H -0.07 0.04 0.05
H -0.03 -0.09 0.07
H 0.05 -0.07 0.03
H 0.08 0.03 -0.04
H 0.08 -0.04 0.01
H 0.08 -0.12 0.18
H 0.02 -0.22 0.02

Output
E_HOMO ... -8.43 eV
Multiplicity ... 1
E_LUMO ... 0.008 Eh